[1]
Density functional theory data (ωB97M-V/def2-TZVPD) for 18 unconnected molecules or ions with the total composition C65H152O43.

```
260
C65H152O43, DFT ωB97M-V/def2-TZVPD
O -1.96 -4.19 -3.15
O -0.11 -1.53 4.33
O 2.32 2.52 1.67
O -0.78 -0.19 -1.71
O -6.04 0.89 0.16
O 4.92 5.67 -4.44
O 0.55 -6.51 3.33
O -0.95 0.45 0.40
O 7.72 -4.02 1.29
O -3.55 5.90 2.59
O -1.84 -2.78 3.69
O -1.15 -2.85 5.81
O -5.22 -3.03 1.32
O -4.97 4.29 1.92
O 2.05 5.67 -6.10
O -3.58 0.80 6.31
O 1.98 -4.67 1.48
O 2.52 2.10 -5.87
O -5.27 -2.54 4.33
O -1.15 -3.83 -1.21
O 1.70 -4.64 -6.58
O -2.31 4.16 -3.35
O 2.40 -4.11 5.70
O 0.33 -1.40 -0.09
O -1.95 -2.20 -7.05
O 0.29 1.92 -5.53
O 1.63 3.53 -2.73
O -7.72 3.26 -0.39
O -2.70 6.25 -1.07
O 1.36 6.05 -1.43
O 2.63 -6.18 -5.24
O 5.06 -2.79 2.29
O -2.47 -5.63 -1.49
O 0.42 -5.71 -5.11
O -2.90 0.36 4.32
O 1.47 0.12 -5.78
O 1.86 3.99 4.58
O -3.68 -0.47 -5.49
O -1.69 1.76 5.65
O 4.88 -3.37 6.93
O 3.88 -1.88 -2.08
O 3.49 0.91 -1.62
O -2.92 4.01 1.40
C -4.84 -2.11 5.68
C 1.05 3.75 3.41
C -2.76 -4.79 -4.20
C 2.64 -0.59 -6.04
C 1.94 -4.58 2.86
C -5.31 -1.56 3.28
C 4.64 -1.59 2.81
C -0.51 -0.35 -0.38
C -0.75 -7.04 3.45
C 1.27 3.70 5.84
C 1.57 -4.48 6.76
C 1.85 4.92 -0.73
C 6.85 -4.36 2.40
C -1.03 -2.42 4.66
C 1.82 6.45 -4.96
C 0.49 -4.23 -7.13
C 0.59 -5.08 3.36
C -2.43 6.37 -2.45
C -2.63 1.07 5.43
C 0.41 -6.57 -3.97
C -3.50 7.32 -0.67
C 2.49 3.98 -1.71
C -4.59 -2.40 0.23
C -4.64 0.98 0.56
C 4.17 0.05 -0.77
C 6.19 -3.15 3.04
C 3.65 -1.37 -0.83
C -1.45 -1.00 -6.44
C 3.62 3.05 2.08
C -5.95 4.97 2.79
C -2.62 -2.12 -8.30
C -5.99 -2.14 2.12
C 4.19 1.24 -2.83
C -3.40 -0.62 -4.11
C -1.54 5.21 -2.88
C 3.57 -4.87 5.67
C 5.86 5.03 -3.63
C -6.60 2.83 -1.23
C 0.20 3.39 -5.67
C 3.26 -3.14 -2.19
C 4.12 4.68 -5.11
C 1.39 2.40 2.76
C -8.18 4.51 -0.69
C -2.57 -4.00 4.05
C 1.51 1.44 -5.73
C 4.38 -4.74 6.91
C -1.94 -4.62 -1.92
C 7.07 -3.76 0.06
C -1.53 4.55 1.34
C -2.07 0.69 3.20
C -3.76 4.80 2.02
C 0.71 -1.33 1.28
C 0.65 -1.04 5.43
C 2.79 -5.75 1.04
C 1.69 -5.59 -5.63
C 5.40 -3.04 8.19
C -2.62 0.12 -6.21
C -1.26 -4.03 0.26
C -6.35 1.35 -1.10
C 0.66 2.49 -2.35
C -3.38 1.48 7.56
C -2.95 3.38 -2.36
C 1.52 7.34 -0.84
C 3.36 5.22 -6.27
C 0.06 -0.71 -2.73
H 0.67 3.84 -4.80
H -3.74 -1.71 0.53
H 0.14 -1.76 -2.64
H 4.04 5.94 -6.81
H -4.11 0.40 -0.18
H 6.00 -2.15 8.03
H 3.36 4.44 -7.01
H 0.06 -4.92 -7.87
H 3.27 4.52 -2.25
H 2.15 7.50 -5.16
H 0.75 -3.36 -7.75
H -2.74 -1.47 -3.91
H -0.30 -0.39 -3.70
H 3.78 -5.70 1.43
H -3.32 7.35 0.41
H -1.89 -2.00 -9.17
H 0.45 1.88 -3.23
H -0.87 5.50 -3.68
H 1.03 -0.11 5.08
H -5.42 -1.22 5.94
H 3.46 4.10 -4.45
H -6.87 -2.63 2.53
H 0.89 -7.48 -4.19
H 1.20 1.94 -1.61
H -0.81 3.67 -5.59
H -1.34 5.09 2.29
H -5.75 -0.63 3.65
H -6.08 6.01 2.43
H -0.11 -4.65 2.64
H 3.74 -3.76 -1.42
H -0.68 -0.58 -7.13
H 4.58 -2.76 8.84
H -6.46 -1.35 1.48
H 1.34 -5.56 6.76
H 0.99 4.37 -0.26
H 1.10 -0.38 -2.61
H -4.55 7.22 -0.96
H 5.26 0.07 -1.05
H -3.21 -5.69 -3.83
H -0.65 -6.74 -3.76
H -0.57 -8.14 3.55
H 5.11 1.79 -2.68
H 5.37 4.19 -3.02
H 6.21 5.71 -2.85
H 0.02 3.78 3.69
H 0.74 6.35 -4.83
H -1.88 -4.62 4.59
H -5.65 1.04 -1.89
H 3.49 1.92 -3.34
H -6.89 4.41 2.71
H -4.31 -0.86 -3.54
H 3.13 -0.25 -6.97
H 5.44 -0.85 2.80
H -2.18 -4.55 0.55
H 5.86 -3.32 4.09
H -7.40 5.32 -0.61
H -0.28 2.87 -1.90
H 6.86 -2.31 2.95
H -4.98 -2.99 6.32
H -3.03 8.29 -1.07
H -4.30 -3.23 -0.44
H -0.40 -4.53 0.69
H 1.96 -4.13 7.73
H -2.71 -4.53 3.10
H -1.56 5.29 0.56
H 4.22 3.27 1.21
H 0.33 -4.72 4.39
H 7.38 -4.79 3.27
H -3.53 2.54 7.49
H -6.91 3.08 -2.23
H 2.39 -6.71 1.33
H 3.54 4.00 2.65
H -4.36 2.02 0.60
H 3.76 -4.91 7.78
H -3.01 0.36 -7.17
H -0.99 0.71 3.42
H 3.39 -3.55 -3.19
H -2.27 3.07 -1.59
H -2.25 0.99 -5.67
H -4.12 1.05 8.23
H 2.56 5.15 0.15
H 1.41 -1.77 5.77
H 6.19 -4.45 -0.05
H 2.04 4.02 6.53
H -1.32 -2.99 0.65
H -3.31 6.33 -3.10
H -2.34 1.29 7.91
H -8.66 4.60 -1.69
H -0.99 -1.23 -5.45
H 4.17 -2.03 -0.05
H -2.40 1.70 2.82
H -4.31 -1.29 3.05
H 1.05 -0.27 1.48
H -3.16 -3.08 -8.34
H 6.64 -2.77 -0.03
H -7.35 0.95 -1.25
H -2.31 -0.10 2.51
H -3.25 -1.30 -8.37
H 0.64 -3.98 6.57
H 3.47 -5.99 5.56
H 3.32 -0.50 -5.16
H 2.88 3.16 -1.11
H -0.96 4.86 -2.00
H -5.75 3.37 -0.83
H -0.80 3.74 1.22
H -2.97 0.25 -3.61
H 4.15 2.32 2.71
H -3.79 -1.83 5.62
H -1.93 7.33 -2.56
H 1.46 -2.12 1.38
H 1.75 1.67 3.50
H 0.59 7.48 -0.27
H -3.39 -3.75 4.74
H -5.60 5.12 3.86
H 0.51 1.94 2.31
H 2.41 -1.62 -6.14
H 4.09 0.48 0.27
H -4.60 0.54 1.54
H 2.72 -5.22 3.33
H 5.98 -3.91 8.60
H 3.79 -1.12 2.30
H -0.10 -1.62 1.91
H -1.40 -6.80 2.68
H 0.71 3.77 -6.52
H 2.80 -5.64 -0.02
H 1.11 2.62 5.88
H -2.18 -4.94 -5.11
H -1.22 -6.68 4.36
H 1.64 8.08 -1.65
H -0.31 -4.09 -6.41
H 0.34 4.31 6.09
H 1.25 4.59 2.77
H 4.37 -1.74 3.85
H 5.21 -5.44 6.89
H 0.86 -6.06 -3.12
H 6.61 4.49 -4.22
H -0.04 -0.84 6.25
H 2.57 -1.40 -0.67
H -5.29 -1.69 -0.25
H 6.05 -4.96 2.03
H 2.09 -3.54 3.15
H 4.80 3.90 -5.57
H 2.36 7.47 -0.17
H 2.32 6.00 -4.11
H 2.19 -3.14 -2.00
H 4.37 0.33 -3.41
H -3.61 -4.18 -4.49
H 4.04 -4.49 4.73
H -3.83 3.81 -1.85
H -3.25 2.50 -2.89
H -8.96 4.83 0.01
H 7.81 -3.87 -0.78
```

Values from the calculation:
* LUMO energy: 0.43 eV
* energy above the lowest of the compared OMol25 structures with the same formula, charge and spin: 0.00 kJ/mol
* HOMO-LUMO gap: 9.62 eV

***

[2]
Density functional theory data (ωB97M-V/def2-TZVPD) for a molecular structure, C6H8AgMgO6.

```
22
C6H8AgMgO6, DFT ωB97M-V/def2-TZVPD
Ag -0.64 2.31 -1.92
Mg -1.23 -2.51 0.07
O 0.44 -1.47 -0.41
O -1.57 -0.68 1.24
O -0.43 1.15 1.88
O 1.28 0.56 -0.75
O -1.49 1.17 -0.11
O 0.21 1.40 -3.17
C 0.89 0.21 -3.13
C -0.87 0.49 0.76
C 1.92 0.16 -1.99
C -0.39 0.25 2.98
C -1.55 -0.68 2.68
C 0.51 -0.27 -0.09
H -2.51 -0.30 3.05
H -0.52 0.82 3.91
H 0.57 -0.28 3.00
H -1.39 -1.71 3.04
H 1.48 0.00 -4.05
H 0.21 -0.66 -3.01
H 2.36 -0.84 -1.87
H 2.72 0.89 -2.13
```

Values from the calculation:
* 2S+1: 2
* LUMO energy (spin up / spin down): -0.05 / -1.05 eV
* energy above the lowest of the compared OMol25 structures with the same formula, charge and spin: 56.21 kJ/mol
* HOMO-LUMO gap (spin up / spin down): 7.15 / 6.19 eV

***

[3]
Density functional theory data (ωB97M-V/def2-TZVPD) for a molecular structure, C7H23N7O4Sn.

```
42
C7H23N7O4Sn, DFT ωB97M-V/def2-TZVPD
Sn 0.01 0.50 -0.39
O 0.89 1.78 -2.83
O 0.42 -2.19 0.65
O 2.27 0.43 1.42
O -2.51 1.50 0.59
N 0.65 -4.46 0.93
N 3.32 -0.99 2.83
N 2.18 3.67 -3.19
N -2.52 -0.82 -1.02
N 4.16 1.10 2.52
N 1.30 2.55 -4.92
N 1.50 -3.46 -0.91
C 3.18 0.22 2.24
C 0.78 -3.31 0.23
C -2.68 2.74 1.26
C -2.31 -1.37 1.27
C 1.43 2.61 -3.60
C -3.66 0.69 0.54
C -3.28 -0.75 0.28
H 4.92 0.89 3.13
H -2.98 -0.17 -1.65
H 2.34 3.80 -2.21
H 2.49 4.31 -3.89
H -2.04 -2.40 1.05
H 1.95 -4.36 -0.96
H 3.55 -1.15 3.80
H -2.87 -1.70 -1.40
H 0.81 1.76 -5.32
H 1.86 -2.69 -1.43
H -4.17 -1.38 0.32
H -1.36 -0.85 1.46
H -3.08 2.64 2.27
H -2.74 -1.40 2.28
H 1.79 3.17 -5.53
H 0.85 -5.31 0.45
H -3.35 3.36 0.67
H -4.30 1.16 -0.21
H 4.11 1.98 2.03
H -1.71 3.24 1.36
H -4.23 0.70 1.48
H 0.49 -4.52 1.92
H 2.56 -1.56 2.47
```

Values from the calculation:
* LUMO energy: -7.69 eV
* charge: +2
* energy above the lowest of the compared OMol25 structures with the same formula, charge and spin: 128.57 kJ/mol
* HOMO-LUMO gap: 7.86 eV

***

[4]
Density functional theory data (ωB97M-V/def2-TZVPD) for 2 unconnected molecules or ions with the total composition C4H9N2.

```
15
C4H9N2, DFT ωB97M-V/def2-TZVPD
N -0.02 -0.38 -0.08
N 1.26 -0.66 -0.07
C 2.32 0.05 0.04
C -0.51 1.80 0.02
C -1.11 -1.01 0.71
C -0.98 -1.13 -0.83
H 2.35 1.21 0.22
H -0.53 -2.06 -1.15
H -1.80 -0.32 1.20
H 0.53 2.18 0.01
H -1.03 1.63 -0.85
H -1.12 1.82 0.87
H -1.81 -0.82 -1.41
H -0.79 -1.74 1.39
H 3.24 -0.58 -0.07
```

Values from the calculation:
* LUMO energy (spin up / spin down): -5.44 / -5.43 eV
* charge: +1
* energy above the lowest of the compared OMol25 structures with the same formula, charge and spin: 648.35 kJ/mol
* HOMO-LUMO gap (spin up / spin down): 8.41 / 8.41 eV

***

[5]
Density functional theory data (ωB97M-V/def2-TZVPD) for a molecular structure, C2H2InO6.

```
11
C2H2InO6, DFT ωB97M-V/def2-TZVPD
In -0.38 0.76 -0.92
O 1.70 -2.74 -3.57
O -0.24 1.84 3.23
O -2.05 3.14 3.22
O 0.40 -3.77 -2.08
O -1.29 2.44 1.39
O 0.82 -1.71 -1.87
C 0.98 -2.76 -2.52
C -1.17 2.52 2.62
H 1.90 -1.81 -3.55
H -0.69 2.09 4.04
```

Values from the calculation:
* 2S+1: 2
* LUMO energy (spin up / spin down): -1.38 / -4.82 eV
* HOMO-LUMO gap (spin up / spin down): 6.16 / 2.66 eV

***

[6]
Density functional theory data (ωB97M-V/def2-TZVPD) for C3H2N4 in the gas phase.

```
9
C3H2N4, DFT ωB97M-V/def2-TZVPD
N 1.17 0.32 -0.36
N -0.41 1.31 0.91
N 0.81 1.37 0.36
N -0.12 -2.89 -1.17
C 0.16 -0.51 -0.22
C -0.85 0.12 0.57
C 0.08 -1.82 -0.79
H -1.88 -0.16 0.74
H 1.04 2.27 -0.04
```

Values from the calculation:
* SMILES: N#Cc1cn[nH]n1
* LUMO energy: 0.23 eV
* energy above the lowest of the compared OMol25 structures with the same formula, charge and spin: 73.89 kJ/mol
* HOMO-LUMO gap: 11.05 eV

***

[7]
Density functional theory data (ωB97M-V/def2-TZVPD) for C13H20N2O2S in the gas phase.

```
38
C13H20N2O2S, DFT ωB97M-V/def2-TZVPD
S 0.31 -1.01 -1.00
O 0.81 -0.51 -2.25
O 0.93 -2.18 -0.45
N 0.29 0.17 0.19
N 2.35 2.21 0.26
C -3.58 -0.08 1.67
C 3.12 2.75 -0.85
C -1.48 -1.34 -1.21
C -1.77 -2.10 1.14
C -2.31 -1.97 2.41
C 2.62 0.80 0.53
C 1.40 0.11 1.12
C -3.03 -0.21 0.40
C 0.94 2.55 0.29
C 2.65 2.38 -2.26
C -3.22 -0.95 2.67
C -2.12 -1.22 0.13
C 0.01 1.50 -0.33
H -3.64 -0.85 3.66
H -1.03 1.76 -0.10
H 1.73 2.91 -2.51
H 3.11 3.84 -0.74
H -3.33 0.48 -0.38
H -4.29 0.71 1.87
H 2.89 0.25 -0.39
H -2.02 -2.65 3.19
H 2.46 1.32 -2.36
H 1.09 0.57 2.06
H 3.46 0.74 1.23
H 0.13 1.48 -1.42
H 1.60 -0.95 1.29
H 0.81 3.51 -0.23
H 3.41 2.67 -2.98
H -1.85 -0.61 -1.92
H 4.14 2.41 -0.70
H -1.54 -2.34 -1.62
H -1.05 -2.88 0.93
H 0.65 2.70 1.33
```

Values from the calculation:
* SMILES: CCN1CCN(S(=O)(=O)Cc2ccccc2)CC1
* LUMO energy: 0.77 eV
* energy above the lowest of the compared OMol25 structures with the same formula, charge and spin: 71.93 kJ/mol
* HOMO-LUMO gap: 8.94 eV

***

[8]
Density functional theory data (ωB97M-V/def2-TZVPD) for 3 unconnected molecules or ions with the total composition C26H50N6O6PS.

```
90
C26H50N6O6PS, DFT ωB97M-V/def2-TZVPD
S -5.59 0.44 3.75
P -0.97 -0.31 4.47
O 4.53 2.55 -5.35
O 1.43 -3.68 -3.83
O -1.12 0.68 5.63
O 3.22 1.31 -2.44
O -0.68 -1.85 5.19
O 0.45 0.08 3.62
N -2.75 -2.93 2.89
N -0.50 2.22 -1.47
N 1.78 -1.80 -0.55
N -2.40 -0.52 3.48
N -3.24 2.68 4.27
N -2.12 -1.17 1.17
C 5.29 0.28 1.53
C 3.83 -0.40 -0.66
C -5.08 -0.62 6.28
C 5.30 1.72 0.95
C -2.49 2.13 3.10
C 4.64 2.13 -0.40
C 3.60 2.99 -5.99
C 3.04 -1.62 -1.39
C -2.89 0.64 2.69
C -1.36 2.42 -0.26
C -5.35 -1.11 4.75
C 1.75 -3.99 -4.96
C 3.89 1.04 -1.22
C 2.89 -3.31 -5.67
C 2.97 2.19 -7.11
C -2.43 -1.65 2.54
C 3.02 4.35 -5.71
C -2.39 1.20 0.01
C 0.66 -2.33 -1.37
C 1.02 -5.07 -5.71
C -0.78 -2.31 -0.66
C -0.77 -1.83 0.88
C -4.44 0.48 2.28
C 4.53 -0.79 0.69
C -2.05 0.34 1.32
C -2.59 3.98 4.60
H 3.32 -2.55 -5.01
H 0.91 -3.37 -1.78
H -1.16 -3.40 -0.66
H -0.34 -1.73 6.10
H 0.23 -5.48 -5.08
H 0.02 -1.05 1.14
H -0.89 2.73 -2.27
H 3.79 1.94 -2.96
H 3.56 4.81 -4.88
H 0.73 -0.75 3.15
H -1.36 2.30 3.25
H -0.36 1.22 -1.67
H -4.64 -0.39 1.56
H 1.92 2.00 -6.88
H -1.55 -1.74 -1.31
H -3.70 -3.24 2.67
H -2.51 4.63 3.65
H 5.77 -0.03 2.52
H -3.18 4.60 5.36
H -1.50 3.78 4.92
H 4.45 -1.87 1.07
H -1.94 3.40 -0.44
H 1.52 -0.82 -0.33
H 3.06 2.73 -8.05
H -0.58 -2.76 1.52
H -6.28 -1.79 4.73
H -0.66 2.63 0.62
H 1.71 -5.88 -5.97
H -2.25 0.48 -0.89
H 0.58 -1.65 -2.31
H -2.06 -3.58 3.29
H 2.52 -2.81 -6.57
H -4.47 -1.76 4.43
H -4.72 1.44 1.69
H 3.49 1.23 -7.20
H -1.02 0.78 1.62
H -5.43 0.47 6.38
H 3.11 4.98 -6.59
H 4.66 3.20 -0.80
H 3.68 -2.56 -1.28
H 5.83 2.52 1.56
H -3.44 1.64 -0.02
H -5.67 -1.31 6.99
H 0.57 -4.66 -6.62
H 1.97 4.25 -5.42
H 3.66 -4.03 -5.92
H -3.24 2.02 5.07
H -3.97 -0.65 6.55
H -2.79 2.80 2.20
H 2.80 -1.35 -2.47
```

Values from the calculation:
* LUMO energy: -5.47 eV
* charge: +1
* HOMO-LUMO gap: 4.65 eV